{"formula": "C23H25N2OPbS", "method": "ωB97M-V/def2-TZVPD", "de_lowest_kcal_mol": 0.0, "charge": -1, "elements": ["C", "C", "C", "H", "C", "C", "H", "C", "C", "C", "H", "C", "C", "H", "H", "H", "H", "H", "H", "Pb", "C", "C", "C", "H", "H", "H", "H", "H", "H", "C", "C", "H", "H", "O", "N", "C", "H", "C", "C", "H", "C", "H", "C", "H", "C", "H", "C", "H", "H", "H", "S", "C", "N"], "coordinates": [[2.273119, 0.091170, 0.785105], [2.315089, -0.641247, -0.424244], [2.064248, 0.248644, -1.495918], [2.536587, -1.701352, -0.525529], [1.866351, 1.546249, -0.954587], [2.016313, 1.452451, 0.466043], [1.725271, 2.461351, -1.526605], [-1.408494, -1.885734, 1.227825], [-0.280543, -2.543454, 0.697100], [-0.327516, -2.444605, -0.720991], [0.489650, -3.063633, 1.260880], [-1.517526, -1.784089, -1.076748], [-2.189810, -1.396173, 0.141106], [2.087785, -0.008604, -2.555872], [2.018985, 2.288505, 1.164277], [2.434046, -0.316586, 1.785549], [-3.181969, -0.939963, 0.190003], [0.420723, -2.806464, -1.433141], [-1.667965, -1.801316, 2.283589], [-0.897343, 1.057095, 0.147193], [-2.002135, -1.422636, -2.463743], [-3.516051, -1.695734, -2.520881], [-1.298793, -2.261515, -3.539481], [-3.685675, -2.751336, -2.255247], [-3.907470, -1.518765, -3.528445], [-4.068310, -1.060078, -1.816942], [-1.465174, -3.328074, -3.319631], [-0.216752, -2.068799, -3.584328], [-1.734511, -2.046340, -4.525430], [-1.665125, 0.092945, -2.622085], [-2.299290, 0.855779, -3.781699], [-0.568001, 0.242668, -2.603765], [-2.157696, 0.615024, -1.759663], [-3.528109, 0.904743, -3.851062], [-1.472117, 1.567034, -4.645320], [-0.347147, 2.390188, -4.147402], [-2.035798, 2.074492, -5.324421], [0.988860, 1.873337, -4.613891], [2.154238, 2.583770, -4.297192], [2.067264, 3.536098, -3.768358], [3.403488, 2.066645, -4.643968], [4.310911, 2.609789, -4.371245], [3.486740, 0.851422, -5.337982], [4.461535, 0.442663, -5.607438], [2.321121, 0.166030, -5.699050], [2.359544, -0.769990, -6.256672], [1.070458, 0.688514, -5.346386], [0.140642, 0.192932, -5.630862], [-0.370006, 2.445569, -3.043382], [-0.489997, 3.420301, -4.514564], [0.216872, -0.337714, 4.538150], [-0.271268, 0.553729, 3.326734], [-0.659444, 1.275164, 2.433416]], "forces_ev_per_angstrom": [[-0.030, 0.096, -0.228], [0.012, 0.500, -0.078], [0.115, 0.066, 0.181], [-0.150, 0.262, 0.084], [-0.175, -0.369, -0.238], [-0.517, -0.358, 0.153], [0.106, -0.129, 0.149], [0.643, -0.543, 0.158], [-0.550, 0.263, 0.122], [-0.724, 0.035, -0.140], [-0.125, 0.308, -0.032], [0.651, 0.051, 0.305], [0.480, 0.771, -0.439], [-0.108, 0.089, 0.265], [-0.074, -0.236, -0.150], [-0.117, 0.193, -0.352], [0.228, -0.342, 0.139], [-0.315, 0.096, 0.412], [0.129, -0.024, -0.329], [1.455, -0.688, 1.232], [0.032, 0.117, 0.205], [0.016, -0.111, -0.260], [-0.113, 0.024, -0.021], [0.052, 0.330, -0.013], [-0.035, 0.019, 0.200], [0.115, -0.186, -0.240], [0.141, 0.321, -0.097], [-0.280, -0.040, 0.083], [0.119, -0.010, 0.103], [-0.506, 0.538, -0.532], [-0.835, 0.123, 0.730], [-0.413, -0.178, 0.187], [0.339, -0.596, -0.957], [1.142, 0.006, -0.767], [-0.619, 0.574, 0.100], [-0.309, -0.253, -0.047], [0.054, -0.238, 0.231], [0.425, -0.086, -0.133], [0.041, -0.361, -0.153], [0.123, -0.297, -0.062], [-0.262, -0.066, -0.127], [-0.277, -0.205, -0.087], [-0.217, -0.013, -0.020], [-0.248, 0.113, 0.110], [-0.097, 0.433, 0.148], [0.130, 0.234, 0.148], [0.326, 0.044, 0.093], [0.398, 0.014, 0.148], [0.068, -0.083, -0.392], [-0.020, -0.320, 0.154], [0.328, -0.571, 0.707], [-1.253, 2.297, -2.691], [0.698, -1.613, 2.039]], "nbo_charge": [-0.339, -0.290, -0.375, 0.203, -0.406, -0.400, 0.194, -0.327, -0.312, -0.296, 0.207, -0.153, -0.479, 0.202, 0.216, 0.218, 0.213, 0.207, 0.220, 1.402, -0.031, -0.601, -0.612, 0.209, 0.209, 0.208, 0.219, 0.215, 0.195, -0.528, 0.695, 0.249, 0.198, -0.625, -0.646, -0.258, 0.390, 0.050, -0.226, 0.208, -0.199, 0.213, -0.225, 0.209, -0.196, 0.209, -0.255, 0.232, 0.219, 0.206, -0.180, 0.175, -0.834]}

---

{"formula": "C23H25N3OS", "method": "ωB97M-V/def2-TZVPD", "smiles": "S=C(NCc1ccco1)N1CCN(C(c2ccccc2)c2ccccc2)CC1", "de_lowest_kcal_mol": 30.0, "charge": 0, "elements": ["S", "C", "N", "C", "C", "C", "C", "C", "O", "N", "C", "C", "N", "C", "C", "C", "C", "C", "C", "C", "C", "C", "C", "C", "C", "C", "C", "C", "H", "H", "H", "H", "H", "H", "H", "H", "H", "H", "H", "H", "H", "H", "H", "H", "H", "H", "H", "H", "H", "H", "H", "H", "H"], "coordinates": [[0.393503, -0.642655, -3.372352], [-0.687162, -0.051150, -2.259003], [-1.019756, 1.259258, -2.293706], [-0.287110, 2.185867, -3.127759], [-0.643580, 3.590799, -2.784754], [-0.643648, 4.727851, -3.535977], [-1.035490, 5.778254, -2.668434], [-1.246907, 5.202387, -1.457446], [-1.011745, 3.877178, -1.514904], [-1.277966, -0.839366, -1.333770], [-1.141240, -2.276933, -1.378128], [-0.658445, -2.828882, -0.025412], [-1.123752, -2.039207, 1.102718], [-0.136061, -1.269120, 1.853714], [0.887560, -2.205614, 2.469654], [2.174660, -1.775633, 2.765352], [3.082769, -2.632694, 3.363158], [2.715780, -3.928075, 3.681081], [1.427593, -4.357290, 3.410122], [0.519875, -3.500918, 2.814948], [0.504332, -0.111562, 1.107718], [0.128293, 1.191259, 1.421570], [0.677266, 2.273321, 0.756523], [1.617525, 2.069058, -0.238354], [2.007395, 0.779009, -0.554362], [1.459508, -0.300890, 0.115612], [-2.357698, -1.369919, 0.790839], [-2.228602, -0.346055, -0.358910], [-1.500330, 1.677384, -1.512724], [-0.515190, 1.990579, -4.181908], [0.793851, 2.018910, -3.000092], [-0.396150, 4.807424, -4.574083], [-1.144944, 6.813121, -2.918815], [-1.559103, 5.602273, -0.513426], [-2.113935, -2.713590, -1.638012], [-0.430320, -2.523235, -2.167835], [0.427834, -2.887759, 0.003095], [-1.045998, -3.851281, 0.082891], [-0.702640, -0.838030, 2.694594], [2.473884, -0.764349, 2.531609], [4.081306, -2.283394, 3.581890], [3.426482, -4.596707, 4.143893], [1.127039, -5.362592, 3.667205], [-0.487399, -3.830642, 2.614341], [-0.598336, 1.361403, 2.206290], [0.373206, 3.276577, 1.017618], [2.049598, 2.913276, -0.756001], [2.741467, 0.605770, -1.326941], [1.796395, -1.294342, -0.136383], [-2.732185, -0.861690, 1.682361], [-3.082468, -2.143037, 0.516152], [-3.211682, -0.173355, -0.821614], [-1.867279, 0.599010, 0.056160]], "forces_ev_per_angstrom": [[0.557, -0.268, -0.646], [-0.168, -0.082, -0.132], [-0.178, 0.056, 0.479], [0.247, -0.007, -0.020], [0.004, 0.285, -0.826], [0.020, -0.643, 0.248], [-0.074, -0.101, 0.576], [-0.072, 0.845, -0.293], [0.044, -0.414, 0.147], [-0.043, 0.237, -0.001], [0.117, -0.359, 0.048], [-0.086, -0.169, -0.118], [-0.004, 0.118, 0.161], [-0.135, -0.017, 0.071], [0.011, 0.011, 0.079], [-0.005, 0.030, 0.006], [0.091, -0.008, 0.067], [0.078, -0.041, 0.040], [-0.001, -0.069, 0.048], [-0.003, -0.016, 0.008], [-0.004, 0.176, 0.115], [0.070, -0.087, 0.069], [-0.002, 0.134, 0.023], [0.033, 0.081, 0.026], [0.095, -0.026, -0.043], [-0.002, 0.035, 0.071], [-0.054, 0.117, -0.072], [-0.246, 0.167, 0.113], [-0.040, -0.120, 0.019], [0.112, 0.122, 0.163], [-0.229, 0.022, -0.052], [0.049, -0.066, -0.248], [-0.046, 0.236, 0.028], [-0.048, -0.037, 0.165], [0.057, 0.014, -0.010], [-0.210, -0.030, 0.137], [-0.034, -0.047, -0.052], [0.139, -0.006, -0.103], [0.083, 0.027, -0.154], [0.028, 0.039, -0.033], [0.082, 0.024, 0.018], [0.060, -0.057, 0.030], [-0.025, -0.083, 0.017], [-0.096, -0.037, -0.053], [-0.068, -0.018, 0.073], [-0.022, 0.075, 0.009], [0.039, 0.071, -0.055], [0.037, -0.016, -0.073], [0.028, -0.105, -0.035], [-0.062, -0.026, -0.046], [-0.070, 0.107, 0.033], [0.041, 0.033, 0.052], [-0.093, -0.103, -0.077]], "nbo_charge": [-0.304, 0.336, -0.608, -0.262, 0.278, -0.304, -0.305, 0.076, -0.421, -0.438, -0.251, -0.226, -0.457, -0.104, 0.054, -0.231, -0.212, -0.206, -0.213, -0.226, -0.055, -0.235, -0.213, -0.219, -0.218, -0.157, -0.206, -0.246, 0.410, 0.234, 0.231, 0.230, 0.230, 0.203, 0.184, 0.268, 0.212, 0.193, 0.211, 0.221, 0.212, 0.211, 0.211, 0.225, 0.208, 0.214, 0.216, 0.226, 0.213, 0.209, 0.197, 0.195, 0.206]}

---

no.,LUMO level (eV),orbital gap (hartree)
1,2.0,0.2216
2,0.6,0.3142